# BrClH2N2

A molecular structure, BrClH2N2 at a distorted geometry (ωB97M-V/def2-TZVPD, the OMol25 dataset).

Structure (XYZ):
```
6
Properties=species:S:1:pos:R:3:forces:R:3:mulliken_charge:R:1
N 1.0657 0.3685 -0.1966 -2.83 -0.96 -0.34 -0.4287
N -0.9806 -0.0626 0.2688 3.37 0.89 0.55 -0.1691
Cl -0.9845 -1.7076 0.6982 0.28 -0.29 0.21 -0.0035
Br -1.6770 0.1118 -1.3829 -0.57 0.32 -1.36 0.1015
H 1.5054 -0.0687 0.5957 0.07 -0.37 0.72 0.2524
H 1.0710 1.3586 0.0168 -0.33 0.41 0.22 0.2474
```
Positions in Å, forces in eV/Å.

E_HOMO (spin up / spin down) = -9.429 / -9.431 eV
Calculated total energy = -3144.73064 a.u.
Orbital gap (spin up / spin down) = 7.9 / 7.9 eV
E_LUMO (spin up / spin down) = -1.48 / -1.49 eV
Charge = 0
Largest force on an atom = 3.53 eV/Å



# BrClH4Si2

2 unconnected molecules or ions with the total composition BrClH4Si2 at a distorted geometry (ωB97M-V/def2-TZVPD, the OMol25 dataset).

Structure (XYZ):
```
8
Properties=species:S:1:pos:R:3:forces:R:3:mulliken_charge:R:1
Si -0.1360 -1.6796 -0.2482 -0.76 1.40 0.09 0.5398
Si 0.8758 3.1612 -0.0397 0.66 0.03 -0.01 0.2321
Cl -1.2961 -0.5148 -1.5615 0.41 -0.50 -0.04 -0.2600
Br 1.3810 1.6291 1.5887 -0.39 0.46 -0.34 -0.1797
H -0.9751 -2.5553 0.4721 -0.89 -1.58 -0.02 -0.1172
H 0.9563 -2.4047 -0.9775 -0.15 0.63 0.46 -0.0703
H -0.1802 -0.7213 0.9060 1.33 -0.08 -0.51 -0.0938
H -0.6257 3.0855 -0.1399 -0.22 -0.37 0.38 -0.0509
```
Positions in Å, forces in eV/Å.

E_HOMO = -8.917 eV
Calculated total energy = -3615.56031 a.u.
Orbital gap = 7.7 eV
E_LUMO = -1.17 eV
Charge = 0
Largest force on an atom = 1.81 eV/Å



# BrClHP

2 unconnected molecules or ions with the total composition BrClHP at a distorted geometry (ωB97M-V/def2-TZVPD, the OMol25 dataset).

Structure (XYZ):
```
4
Properties=species:S:1:pos:R:3:forces:R:3:mulliken_charge:R:1
P -0.6186 -0.1908 0.4558 -0.66 2.75 -1.24 0.2482
Cl 0.1343 1.9385 -1.3737 -0.57 -2.03 1.65 -0.4247
Br 1.1326 -0.6838 1.5557 0.57 -0.31 -0.18 0.0314
H -0.6483 -1.0639 -0.6377 0.66 -0.41 -0.24 0.1452
```
Positions in Å, forces in eV/Å.

E_HOMO = -10.057 eV
Calculated total energy = -3376.10979 a.u.
Orbital gap = 7.4 eV
E_LUMO = -2.66 eV
Charge = 0
Largest force on an atom = 3.09 eV/Å



# BrFH2NPS

A molecular structure, BrFH2NPS at a distorted geometry (ωB97M-V/def2-TZVPD, the OMol25 dataset).

Structure (XYZ):
```
7
Properties=species:S:1:pos:R:3:forces:R:3:mulliken_charge:R:1
N -0.2781 0.8362 0.8153 1.84 -3.18 0.66 -0.5008
F 1.2193 0.6347 -1.2447 -1.08 -0.94 0.44 -0.1655
P 0.4629 -0.3517 -0.2509 0.71 0.50 1.47 0.6243
S 1.7085 -1.6070 0.6687 -2.00 1.37 -1.43 -0.2721
Br -1.6159 -1.2545 -2.1696 1.83 0.88 1.77 -0.2659
H -0.4517 0.5127 1.8338 0.22 0.51 -2.60 0.2947
H -1.0450 1.2297 0.3474 -1.53 0.86 -0.31 0.2853
```
Positions in Å, forces in eV/Å.

E_HOMO (spin up / spin down) = -10.004 / -10.006 eV
Calculated total energy = -3469.39766 a.u.
Orbital gap (spin up / spin down) = 7.0 / 7.0 eV
E_LUMO (spin up / spin down) = -3.00 / -3.00 eV
Charge = 0
Largest force on an atom = 3.73 eV/Å



Calculated ΔE to the lowest compared entry with this formula, charge and spin (eV), listed in the same order as above: 2.7769; 2.5312; 1.7708; 0.9331